(1)
DFT (wB97M-V/def2-TZVPD) results for a structure of composition C35H37BrCrN6O6 at a distorted geometry.

## Properties
- Highest occupied orbital energy (spin up / spin down): -9.866 / -9.941 eV
- Kohn-Sham gap (spin up / spin down): 0.226 / 0.224 hartree
- <S²>: 3.7750
- Relative energy (zero: lowest compared OMol25 entry of this formula, charge and spin): 0.0107 eV
- LUMO energy (spin up / spin down): -0.1366 / -0.1410 Eh

```
! RIJCOSX wB97M-V def2-TZVPD def2/J DEFGRID3
* xyz 1 4
Cr 0.6179 0.1344 0.5083
C -1.1048 1.1378 4.4255
O -1.8666 2.2286 3.9227
C -1.5154 2.9212 2.7969
C -2.0921 4.1708 2.6862
C -1.8679 4.9926 1.5830
C -1.0561 4.5442 0.5746
C -0.4664 3.2667 0.6374
C 0.2664 2.8520 -0.5258
N 0.7678 1.6830 -0.7095
N 1.3635 1.4141 -1.9356
C 1.7494 0.1713 -1.9534
O 1.6689 -0.6209 -0.9220
C 2.2937 -0.3996 -3.2069
C 2.9347 -1.6353 -3.1712
C 3.4114 -2.2046 -4.3445
C 3.2420 -1.5466 -5.5563
C 2.5992 -0.3125 -5.5931
C 2.1277 0.2620 -4.4227
C -0.6761 2.4236 1.7631
O -0.1736 1.2192 1.8746
H -1.5178 0.9405 5.4126
H -0.0494 1.4005 4.5208
H -1.1994 0.2513 3.8008
H -2.7296 4.4953 3.4990
H -2.3272 5.9696 1.5335
H -0.8684 5.1601 -0.2966
H 0.3683 3.5614 -1.3441
H 3.0462 -2.1438 -2.2222
H 3.9181 -3.1607 -4.3126
H 3.6134 -1.9908 -6.4705
H 2.4690 0.2023 -6.5358
H 1.6267 1.2199 -4.4357
Br 7.2299 3.6635 1.3639
C 5.7150 2.5480 1.4953
C 4.7559 2.5658 0.4997
C 3.6440 1.7470 0.6066
C 3.4836 0.9039 1.6999
C 4.4643 0.8955 2.6958
C 5.5719 1.7139 2.5952
N 2.3231 0.0724 1.7491
C 2.2170 -0.8422 2.6348
C 1.0652 -1.7347 2.6452
C 0.8729 -2.6837 3.6344
C -0.2537 -3.4910 3.5654
C -1.1368 -3.3253 2.5150
C -0.8714 -2.3530 1.5622
N 0.2027 -1.5792 1.6264
H 4.8732 3.2102 -0.3601
H 2.9136 1.7619 -0.1836
H 4.3867 0.2704 3.5733
H 6.3237 1.7078 3.3716
H 2.9818 -1.0187 3.3831
H 1.5894 -2.7871 4.4376
H -0.4347 -4.2405 4.3237
H -2.0211 -3.9391 2.4231
H -1.5270 -2.1843 0.7224
O -1.3242 0.3367 -0.1763
C -2.5182 0.2136 -0.4954
C -3.4886 1.3278 -0.2062
C -4.4274 0.9735 0.9769
C -4.5572 -0.5218 1.2685
C -5.1525 -1.3484 0.1294
C -4.4370 -1.1348 -1.2126
N -3.0067 -0.8908 -1.0609
H -4.0616 1.5418 -1.1092
H -2.9014 2.2132 0.0302
H -5.4137 1.3984 0.7815
H -4.0472 1.4632 1.8746
H -5.1692 -0.6563 2.1615
H -3.5682 -0.9174 1.5265
H -6.2055 -1.0903 -0.0045
H -5.1241 -2.4059 0.4020
H -4.8792 -0.2958 -1.7497
H -4.5532 -2.0042 -1.8572
H -2.3368 -1.6310 -1.2216
N -0.0838 -2.6065 -4.5701
C 0.2394 -3.6229 -3.5793
C 0.0319 -3.0830 -2.1691
O 0.3564 -3.6497 -1.1619
O -0.5737 -1.8860 -2.1277
H -0.4797 -3.0109 -5.4066
H 0.7380 -2.0717 -4.8356
H -0.8319 -1.6466 -3.0478
H 1.2608 -4.0050 -3.6271
H -0.4285 -4.4784 -3.6925
*
```

=====

(2)
DFT (wB97M-V/def2-TZVPD) results for a structure of composition C35H37BrIrP2 at a distorted geometry.

## Properties
- Highest occupied orbital energy (spin up / spin down): -11.111 / -14.083 eV
- Kohn-Sham gap (spin up / spin down): 0.192 / 0.150 hartree
- <S²>: 8.7701
- Relative energy (zero: lowest compared OMol25 entry of this formula, charge and spin): 0.0000 eV
- LUMO energy (spin up / spin down): -0.2164 / -0.3674 Eh

```
! RIJCOSX wB97M-V def2-TZVPD def2/J DEFGRID3
* xyz 2 6
Ir -1.5446 -0.5149 0.8794
C 2.3527 -1.9749 -1.0080
C 2.8039 -0.9546 -0.2800
C 3.6854 0.1220 -0.8323
C 3.3430 0.6442 -2.2525
C 1.8986 0.6164 -2.6808
C 1.2511 -0.4341 -3.1822
C 1.8815 -1.7587 -3.4913
C 2.8227 -2.2782 -2.3946
C -3.2152 0.4774 1.5854
H 1.7045 -2.7495 -0.6171
H 2.8008 -0.9948 0.8150
H 4.7249 -0.2609 -0.8537
H 3.7023 0.9661 -0.1305
H 3.6779 1.6951 -2.2875
H 3.9634 0.0856 -2.9673
H 1.4481 1.6081 -2.7239
H 0.2697 -0.3312 -3.6361
H 2.4477 -1.7174 -4.4397
H 1.0756 -2.4881 -3.6513
H 2.8944 -3.3741 -2.5015
H 3.8201 -1.8529 -2.5447
H -3.9619 -0.2968 1.8085
H -3.6303 1.2596 0.9369
H -2.8391 0.9237 2.5179
P 0.5061 -0.1977 1.6727
P -1.5088 1.1267 -0.6020
C 1.0338 1.1221 0.5493
C 0.2005 1.6265 -0.4128
C 1.1123 0.3382 3.2801
C 2.4340 0.7942 3.3730
C 2.9329 1.2265 4.5993
C 2.0997 1.2310 5.7289
C 0.7791 0.7713 5.6280
C 0.2827 0.3150 4.4084
C 0.8319 -2.0305 1.5887
C -0.0235 -2.7973 0.7693
C -0.0024 -4.1886 0.8249
C 0.8870 -4.8221 1.6989
C 1.7235 -4.0635 2.5186
C 1.6720 -2.6683 2.5011
C -2.3723 2.7369 -0.5366
C -2.1639 3.5718 0.5780
C -2.5972 4.8947 0.5296
C -3.2525 5.3796 -0.6068
C -3.5278 4.5225 -1.6824
C -3.1043 3.1952 -1.6471
C -2.3907 0.1858 -1.9102
C -3.5221 -0.5890 -1.6037
C -4.1020 -1.4038 -2.5799
C -3.5274 -1.4758 -3.8554
C -2.4293 -0.6648 -4.1720
C -1.9201 0.2297 -3.2287
H 1.9830 1.6182 0.7710
H 0.4746 2.4950 -1.0174
H 3.0723 0.8152 2.4856
H 3.9694 1.5546 4.6750
H 2.4911 1.5839 6.6893
H 0.1403 0.7663 6.5110
H -0.7267 -0.0911 4.3113
H -0.7627 -2.2868 0.0951
H -0.6830 -4.7580 0.1938
H 0.9221 -5.9159 1.7269
H 2.4321 -4.5560 3.1897
H 2.2745 -2.0708 3.1911
H -1.6409 3.1904 1.4539
H -2.4102 5.5562 1.3776
H -3.5603 6.4248 -0.6606
H -4.0649 4.8895 -2.5596
H -3.3052 2.5154 -2.4765
H -3.9258 -0.5729 -0.5909
H -4.9971 -1.9803 -2.3454
H -3.9434 -2.1527 -4.6051
H -1.9735 -0.7210 -5.1667
H -1.1457 0.9582 -3.4864
Br -2.0483 -2.0453 2.7580
*
```

=====

(3)
DFT (wB97M-V/def2-TZVPD) results for a structure of composition C35H37CdNO3P2 at a distorted geometry.

## Properties
- Highest occupied orbital energy: -7.826 eV
- Kohn-Sham gap: 0.278 hartree
- LUMO energy: -0.0095 Eh

```
! RIJCOSX wB97M-V def2-TZVPD def2/J DEFGRID3
* xyz 0 1
Cd 1.8126 -1.2954 -6.1566
C -2.3613 0.2372 -0.1586
C -2.9004 0.3272 -1.3839
C -3.2362 1.5741 -2.1625
C -1.9977 2.2450 -2.8143
C -1.0524 2.8893 -1.8405
C -1.3389 3.3345 -0.6077
C -2.3184 2.7939 0.4131
C -2.0716 1.3227 0.8379
C 2.7322 -0.2158 -4.5440
H -2.0324 -0.7522 0.1964
H -3.0835 -0.6109 -1.9299
H -3.7135 2.3066 -1.5046
H -3.9609 1.3064 -2.9579
H -1.4311 1.5090 -3.4036
H -2.3784 2.9880 -3.5365
H -0.0357 3.0456 -2.2344
H -0.7829 4.1911 -0.2011
H -3.3848 2.9345 0.1751
H -2.1447 3.4136 1.3116
H -1.0265 1.1941 1.1657
H -2.6779 1.1294 1.7398
H 2.8160 -0.8449 -3.6569
H 2.1864 0.6974 -4.2901
H 3.7345 0.0487 -4.8917
P 0.0039 -2.1814 -7.7043
P 2.1610 0.2221 -8.3718
C -0.5134 -0.5942 -8.3921
C 0.4107 0.2769 -8.8596
C -0.4082 -3.3267 -9.0898
C -1.4557 -2.9759 -9.9492
C -1.8443 -3.8117 -10.9965
C -1.1701 -5.0181 -11.2078
C -0.0957 -5.3643 -10.3795
C 0.3001 -4.5190 -9.3386
C -1.4288 -2.3258 -6.5788
C -1.5907 -1.3029 -5.6295
C -2.2523 -1.5754 -4.4342
C -2.9997 -2.7527 -4.2921
C -2.9676 -3.7118 -5.3189
C -2.1151 -3.5373 -6.4202
C 2.8482 0.6922 -10.0329
C 2.5104 -0.0933 -11.1532
C 2.8395 0.3400 -12.4387
C 3.5057 1.5566 -12.6261
C 3.8644 2.3249 -11.5163
C 3.5511 1.8887 -10.2268
C 2.2741 1.8257 -7.4855
C 3.4836 2.0955 -6.8161
C 3.6136 3.2543 -6.0529
C 2.5467 4.1558 -5.9606
C 1.3504 3.8925 -6.6331
C 1.2014 2.7188 -7.3759
H -1.5904 -0.3798 -8.4409
H 0.1586 1.0806 -9.5673
H -1.9745 -2.0300 -9.8042
H -2.6795 -3.5117 -11.6326
H -1.4877 -5.6813 -12.0164
H 0.4279 -6.3069 -10.5483
H 1.1501 -4.7809 -8.7127
H -1.1580 -0.3118 -5.7824
H -2.0912 -0.9012 -3.5932
H -3.5190 -2.9528 -3.3483
H -3.5835 -4.6138 -5.2507
H -1.9623 -4.3298 -7.1581
H 1.9582 -1.0239 -11.0118
H 2.5671 -0.2689 -13.3005
H 3.7354 1.9060 -13.6333
H 4.3811 3.2748 -11.6493
H 3.8236 2.5051 -9.3708
H 4.3113 1.3827 -6.8747
H 4.5485 3.4507 -5.5283
H 2.6475 5.0620 -5.3606
H 0.5221 4.6007 -6.5849
H 0.2525 2.5043 -7.8704
O 0.9069 -2.3372 -4.0416
N 0.6604 -1.6468 -2.9577
O 0.7912 -2.2063 -1.8486
O 0.2839 -0.4368 -3.0526
*
```

=====

(4)
DFT (wB97M-V/def2-TZVPD) results for a structure of composition C35H37CsN5O3S4Sb2 at a distorted geometry.

## Properties
- Highest occupied orbital energy: -4.247 eV
- Kohn-Sham gap: 0.227 hartree
- Relative energy (zero: lowest compared OMol25 entry of this formula, charge and spin): 0.9392 eV
- LUMO energy: 0.0713 Eh

```
! RIJCOSX wB97M-V def2-TZVPD def2/J DEFGRID3
* xyz -1 1
Cs 1.7027 0.2784 -2.2065
S 3.5041 3.0186 -0.0917
C 2.3300 3.8662 -1.0219
N 1.4586 3.1870 -1.8381
C 0.7934 4.0939 -2.6318
C 0.1175 3.8017 -3.8001
C -0.0090 4.8049 -4.8098
C 0.0720 6.1476 -4.5115
C 0.6081 6.4860 -3.2329
C 0.9660 5.4963 -2.3092
S 1.9322 5.6623 -0.9123
H -0.0996 2.7168 -4.0455
H -0.2160 4.4843 -5.8546
H -0.1483 6.8792 -5.2494
H 0.8609 7.5498 -3.1035
C -4.7991 2.0695 -1.0451
N -4.2986 0.7207 -0.9584
C -5.0974 -0.3825 -1.2992
C -4.2615 -1.4224 -1.5490
N -2.9364 -0.9931 -1.2339
C -2.9675 0.3554 -1.0014
S -1.6604 1.3169 -0.8579
C -1.8515 -1.9086 -1.3451
C -1.8838 -2.9267 -2.3152
C -0.7910 -3.7638 -2.4482
C 0.2030 -3.7611 -1.3837
C 0.0407 -2.7034 -0.4298
N -0.7905 -1.6786 -0.5775
H -4.8161 2.5530 -0.0867
H -5.8945 1.9737 -1.2480
H -4.1994 2.7115 -1.7353
H -6.1790 -0.3804 -1.3817
H -4.4227 -2.4045 -1.9646
H -2.6768 -2.9383 -3.1280
H -0.6247 -4.3987 -3.3257
H 0.9486 -4.5350 -1.3022
H 0.6917 -2.7198 0.4429
C 3.1835 -1.7509 3.6412
Sb 1.1334 -1.7137 4.4890
C 1.1591 -3.8994 4.6548
C 1.6988 -1.2687 6.6033
C 0.3917 -0.8259 7.1512
C -0.3167 -1.7262 7.9624
C -1.4854 -1.3104 8.6035
C -2.1786 -0.2050 8.1437
C -1.4783 0.7165 7.3327
C -0.1829 0.4437 6.8169
C 0.5000 1.5120 5.9896
Sb -0.5681 2.3461 4.0893
C 1.0018 1.7749 2.6123
C -1.7477 0.6355 3.5960
H 3.8717 -2.2342 4.3407
H 3.4555 -0.6818 3.4456
H 3.2499 -2.2750 2.6644
H 1.3648 -4.2557 3.6461
H 0.1856 -4.3488 4.8575
H 1.9986 -4.1200 5.2845
H 2.5693 -0.5515 6.5947
H 2.0153 -2.2693 7.0451
H 0.1913 -2.6433 8.1531
H -1.8333 -1.9707 9.3982
H -3.2152 -0.0658 8.4511
H -1.8971 1.7052 7.1894
H 1.4714 1.1675 5.6817
H 0.5677 2.4859 6.5539
H 1.5539 2.6322 2.1911
H 0.5359 1.2261 1.8210
H 1.7145 1.2025 3.1442
H -1.5193 0.1883 2.6720
H -2.7663 1.0658 3.5473
H -1.7015 -0.0435 4.4261
O 3.5165 -1.6257 -3.9361
C 2.4604 -1.7453 -4.5905
N 1.1628 -1.9092 -4.0972
S 0.0990 -1.6106 -5.2852
O -0.8172 -2.7078 -5.6172
O -0.3889 -0.2258 -5.1630
C 1.2880 -1.5510 -6.6233
C 1.0604 -1.3269 -7.9486
C 2.1388 -1.3869 -8.8156
C 3.4812 -1.4233 -8.2533
C 3.7173 -1.5417 -6.8673
C 2.5753 -1.6222 -6.1005
H 0.0814 -1.1169 -8.3087
H 2.0366 -1.3552 -9.9083
H 4.2864 -1.4824 -8.9641
H 4.7732 -1.5686 -6.5226
*
```

=====

(5)
DFT (wB97M-V/def2-TZVPD) results for a structure of composition C35H37FN6O6S2Zr.

## Properties
- Highest occupied orbital energy: -11.783 eV
- Kohn-Sham gap: 0.248 hartree
- Relative energy (zero: lowest compared OMol25 entry of this formula, charge and spin): 0.0928 eV
- LUMO energy: -0.1853 Eh

```
! RIJCOSX wB97M-V def2-TZVPD def2/J DEFGRID3
* xyz 2 1
Zr -0.6166 -3.5252 -0.6319
C 1.2436 -3.6351 -3.7882
C 2.0751 -3.1947 -2.6178
C 3.3150 -2.5853 -2.9119
C 4.1331 -2.1873 -1.9040
C 3.7710 -2.4407 -0.5631
C 4.6099 -2.0897 0.5155
C 4.2392 -2.4091 1.7897
C 3.0420 -3.1064 2.0238
C 2.1991 -3.4692 0.9979
S 0.7697 -4.4374 1.3327
C 2.5444 -3.0980 -0.3303
N 1.6842 -3.4073 -1.3684
H 1.7203 -4.5031 -4.2521
H 1.2123 -2.8567 -4.5496
H 0.2166 -3.8809 -3.5403
H 3.5869 -2.4393 -3.9484
H 5.0783 -1.7005 -2.1127
H 5.5477 -1.5891 0.3115
H 4.8769 -2.1556 2.6260
H 2.7791 -3.3990 3.0320
F 0.8778 2.5369 2.3993
C 0.4673 2.3891 1.1246
C 0.3067 1.1338 0.6169
C -0.1944 0.9721 -0.6799
C -0.3950 -0.3690 -1.2137
O -0.0184 -1.3646 -0.5440
C -0.9952 -0.4411 -2.4962
C -1.2751 0.7068 -3.1851
N -1.0440 1.9412 -2.7182
C -1.4120 3.0991 -3.5150
C -0.3274 3.9572 -4.0980
C -1.1532 3.0772 -4.9870
C -0.5261 2.1030 -1.4388
C -0.3107 3.3794 -0.9036
C 0.1898 3.5411 0.3719
N 0.3929 4.8628 0.8638
C 1.5683 5.1205 1.6820
C 1.8827 6.6040 1.6354
N 0.6902 7.3659 2.1518
C -0.5612 7.0365 1.3838
C -0.7837 5.5346 1.3937
C -1.2934 -1.7470 -3.1764
O -1.4046 -1.8000 -4.3755
O -1.4129 -2.7651 -2.3558
H 0.5335 0.2584 1.2127
H -1.7032 0.6314 -4.1755
H -2.3169 3.5790 -3.1633
H 0.6937 3.6491 -3.9164
H -0.4885 5.0257 -4.1247
H -0.6668 2.2093 -5.4098
H -1.9008 3.5273 -5.6231
H -0.5089 4.2616 -1.4950
H 2.4223 4.5739 1.2860
H 1.4363 4.8106 2.7278
H 2.0600 6.9417 0.6162
H 2.7375 6.8532 2.2612
H 0.8703 8.3703 2.1100
H 0.5512 7.1342 3.1388
H -0.4108 7.3993 0.3688
H -1.3904 7.5697 1.8450
H -1.6465 5.3186 0.7660
H -1.0241 5.1980 2.4153
N -0.2089 -5.6736 -1.6394
N -1.4660 -6.2227 -1.9848
C -2.5063 -5.8606 -1.1099
O -3.5642 -6.4193 -1.1290
O -2.1614 -4.8478 -0.3256
H 0.3796 -5.6575 -2.4648
H 0.2687 -6.2116 -0.9145
H -1.4690 -7.1971 -2.2546
C -4.1126 -3.2309 1.9894
S -2.3434 -3.3914 2.1286
O -1.8312 -2.5834 0.9138
C -1.9999 -2.3112 3.4909
C -1.5085 -2.8848 4.6530
C -1.2230 -2.0668 5.7381
C -1.4150 -0.6976 5.6386
C -1.8919 -0.1340 4.4587
C -2.1891 -0.9404 3.3743
H -4.3692 -2.1825 1.8523
H -4.5649 -3.6337 2.8944
H -4.3951 -3.8287 1.1232
H -1.3457 -3.9542 4.7041
H -0.8452 -2.4995 6.6541
H -1.1913 -0.0626 6.4855
H -2.0388 0.9362 4.3928
H -2.5522 -0.5204 2.4444
*
```

=====

(6)
DFT (wB97M-V/def2-TZVPD) results for a structure of composition C35H37IrN6O2S3 at a distorted geometry.

## Properties
- Highest occupied orbital energy (spin up / spin down): -5.853 / -7.419 eV
- Kohn-Sham gap (spin up / spin down): 0.222 / 0.202 hartree
- <S²>: 6.0544
- Relative energy (zero: lowest compared OMol25 entry of this formula, charge and spin): 0.2729 eV
- LUMO energy (spin up / spin down): 0.0072 / -0.0709 Eh

```
! RIJCOSX wB97M-V def2-TZVPD def2/J DEFGRID3
* xyz 0 5
Ir -0.2963 -0.2629 -0.2781
C 2.2250 -0.2095 -3.0592
C 0.9032 -0.8612 -2.8196
N -0.1317 -0.1038 -2.2567
N -1.2150 0.0121 -2.9860
C -2.3140 0.4157 -2.4035
S -2.4379 0.6420 -0.7015
S -3.7016 0.7929 -3.4170
C -3.6786 2.6305 -3.1770
C -2.5838 3.2387 -3.9960
C -1.3250 3.4366 -3.4369
C -0.2835 3.9284 -4.2099
C -0.4899 4.2316 -5.5470
C -1.7424 4.0317 -6.1119
C -2.7816 3.5372 -5.3411
C 0.5862 -2.2066 -3.1474
C 1.1926 -2.8872 -4.2189
C 0.7185 -4.1078 -4.6473
C -0.3526 -4.7035 -3.9801
C -0.9119 -4.1023 -2.8678
C -0.4418 -2.8693 -2.3875
O -0.8758 -2.4191 -1.2241
H 2.2708 0.2355 -4.0614
H 3.0319 -0.9365 -2.9716
H 2.3863 0.5865 -2.3296
H -3.5283 2.7989 -2.1123
H -4.6721 2.9622 -3.4726
H -1.1561 3.2036 -2.3901
H 0.6932 4.0693 -3.7640
H 0.3195 4.6266 -6.1473
H -1.9085 4.2522 -7.1587
H -3.7565 3.3709 -5.7852
H 2.0044 -2.4051 -4.7512
H 1.1569 -4.5914 -5.5106
H -0.7428 -5.6513 -4.3307
H -1.6988 -4.5950 -2.3090
N -0.4339 -0.3571 1.6294
C -0.1221 -0.3463 2.8450
C 1.0128 0.4805 3.3576
C 1.7160 0.1258 4.5096
C 2.7563 0.9217 4.9634
C 3.1106 2.0719 4.2731
C 2.4440 2.4055 3.1030
C 1.4072 1.6122 2.6465
C -0.8878 -1.1950 3.8163
C -1.2053 -0.7483 5.0967
C -1.8848 -1.5775 5.9755
C -2.2461 -2.8605 5.5916
C -1.9564 -3.3012 4.3082
C -1.2920 -2.4688 3.4217
H 1.4639 -0.7740 5.0548
H 3.2841 0.6446 5.8673
H 3.9137 2.6966 4.6423
H 2.7331 3.2882 2.5479
H 0.8914 1.8658 1.7305
H -0.9256 0.2525 5.4002
H -2.1308 -1.2227 6.9683
H -2.7627 -3.5104 6.2860
H -2.2505 -4.2953 3.9951
H -1.0802 -2.7886 2.4110
C -2.1963 5.1595 0.3647
S -1.2443 3.6537 0.6940
C -2.2187 2.9862 2.0618
H -3.2465 4.8983 0.2432
H -1.8165 5.5929 -0.5576
H -2.0737 5.8680 1.1818
H -2.0559 3.5656 2.9693
H -1.8937 1.9582 2.2178
H -3.2734 2.9893 1.7898
C 3.2896 -3.9126 2.0383
N 2.9154 -2.6639 1.4178
C 3.6675 -1.4289 1.4902
C 2.7951 -0.4876 0.6483
O 3.0221 0.6797 0.4405
N 1.7218 -1.2107 0.1967
C 1.8225 -2.4684 0.6573
N 0.9413 -3.4099 0.3819
H 4.2570 -3.7845 2.5166
H 3.3763 -4.7102 1.2964
H 2.5674 -4.2117 2.8030
H 4.6624 -1.5255 1.0509
H 3.7530 -1.0461 2.5097
H 0.1551 -3.1583 -0.2758
H 1.0550 -4.3435 0.7311
*
```

=====

The molecular weight results, record by record, are as follows: 769.6; 791.8; 694.0; 1080.4; 812.1; 862.1 g/mol.
The calculated total energy results, record by record, are as follows: -156583.61229; -128330.04808; -67661.94504; -107452.10782; -83782.84373; -85273.83876 eV.